{
  "formula": "H3O",
  "method": "ωB97M-V with the def2-TZVPD basis set",
  "e_tot_ha": -76.89584,
  "spin_multiplicity": 2,
  "orbital_gap_ev": [6.55, 15.75],
  "de_lowest_kcal_mol": 0.9,
  "largest_force_ev_per_a": 0.52,
  "elements": ["O", "H", "H", "H"],
  "coordinates": [[-0.094, 0.215, -0.055], [-0.922, -0.459, -0.089], [0.654, 0.042, -0.720], [0.362, 0.202, 0.863]],
  "lowdin_spin": [0.432, 0.227, 0.168, 0.173]
}